C31H57N5O8P2S2 as an isolated structure in a non-equilibrium geometry. Source: the Open Molecules 2025 dataset; level of theory: the ωB97M-V functional and the def2-TZVPD basis.

Structure (ORCA input):
```
! wB97M-V def2-TZVPD RIJCOSX def2/J DEFGRID3
* xyz 0 3
N 7.7135 0.3002 1.0967
C 6.2580 0.0998 0.8417
C 5.7759 0.8879 -0.4084
C 4.7677 2.0466 -0.0721
C 3.3581 1.7496 -0.6468
C 2.2571 2.7089 -0.2031
C 2.5154 3.6961 0.6968
C 1.5049 4.6465 1.1009
N 1.6988 5.6629 1.9510
S 0.2159 6.3724 1.9873
N -0.6580 5.4618 0.9787
C 0.1899 4.5128 0.5257
C -0.1290 3.4784 -0.4339
C -1.5500 3.4690 -0.9959
C -2.4114 2.2252 -0.5857
C -2.1015 1.6657 0.8313
S -3.5552 1.1858 1.8054
O -3.3996 -0.2088 2.1344
O -3.6787 1.9200 3.0532
O -4.9459 1.3508 1.0131
C 0.8912 2.6210 -0.7650
P 0.6311 1.2824 -2.0022
P 0.5773 -0.6206 -0.9180
O -0.8230 -1.0758 -0.7958
O 1.1571 -0.4469 0.5927
O 1.3687 -1.8072 -1.7394
H 8.2542 -0.3817 0.5712
H 7.8442 0.1097 2.0870
H 6.0993 -0.9916 0.7223
H 5.7319 0.4851 1.7285
H 5.3304 0.2471 -1.1904
H 6.6746 1.3439 -0.8634
H 4.7696 2.2668 1.0063
H 5.1527 2.9273 -0.6211
H 3.1320 0.6882 -0.4427
H 3.4413 1.8588 -1.7489
H 3.5061 3.8384 1.1388
H -1.5106 3.5011 -2.0987
H -2.0722 4.3827 -0.6727
H -3.4671 2.5602 -0.6082
H -2.3534 1.4396 -1.3565
H -1.5314 0.7286 0.6903
H -1.5279 2.3574 1.4700
H -4.9856 0.7088 0.2819
H -0.6941 1.3932 -2.4886
H 1.3800 -1.3114 0.9742
H 1.8882 -1.4365 -2.4747
C -0.3572 -0.4620 -8.8929
C 0.9286 -0.6365 -8.0552
C 1.7338 -1.7991 -8.6442
C 1.0841 -3.1537 -8.3664
C 0.8423 -3.3439 -6.8709
C 0.1021 -2.1799 -6.1976
N 0.6231 -0.8414 -6.6072
O 1.7235 -0.6188 -5.9311
C -1.4088 -2.2529 -6.4949
C 0.1776 -2.3891 -4.6824
C 1.6728 0.6860 -8.2749
H -0.1085 -0.1004 -9.8917
H -0.9074 -1.3849 -9.0589
H -1.0322 0.2644 -8.4348
H 2.7485 -1.8005 -8.2318
H 1.8457 -1.6659 -9.7229
H 0.1437 -3.2540 -8.9156
H 1.7331 -3.9515 -8.7345
H 0.2930 -4.2741 -6.7071
H 1.8175 -3.4809 -6.3897
H -1.9281 -1.3911 -6.0702
H -1.8463 -3.1459 -6.0453
H -1.6549 -2.3093 -7.5520
H 1.1996 -2.4877 -4.3195
H -0.3350 -3.3111 -4.4062
H -0.3033 -1.5730 -4.1381
H 1.1026 1.5241 -7.8686
H 1.8183 0.8674 -9.3402
H 2.6645 0.6923 -7.8227
C -3.6005 0.0556 5.6324
C -2.2791 -0.0895 6.4144
C -1.4759 -1.2346 5.7923
C -2.0822 -2.6016 6.1000
C -2.2537 -2.7940 7.6052
C -2.9893 -1.6452 8.3103
N -2.5155 -0.2976 7.8764
O -1.3913 -0.0512 8.5030
C -4.5100 -1.7510 8.0802
C -2.8421 -1.8531 9.8237
C -1.5738 1.2470 6.1581
H -3.4130 0.4147 4.6213
H -4.1351 -0.8818 5.4922
H -4.2748 0.7672 6.1152
H -0.4434 -1.2133 6.1601
H -1.4151 -1.1012 4.7093
H -3.0431 -2.7231 5.5928
H -1.4325 -3.3863 5.7043
H -2.7751 -3.7362 7.7935
H -1.2555 -2.9087 8.0435
H -5.0281 -0.8999 8.5271
H -4.9081 -2.6532 8.5491
H -4.8010 -1.8136 7.0350
H -1.8009 -1.9242 10.1370
H -3.3227 -2.7861 10.1229
H -3.3147 -1.0426 10.3823
H -2.1432 2.0743 6.5864
H -1.4811 1.4264 5.0863
H -0.5625 1.2760 6.5661
*
```

Values from the calculation:
Relative energy (zero: lowest compared OMol25 entry of this formula, charge and spin) (eV): 0.0000
E (hartree): -3570.091062
Lowest unoccupied orbital energy (alpha / beta) (hartree): -0.0339 / -0.0339
HOMO energy (alpha / beta) (eV): -8.16 / -8.87

C31H58Br22INO4 as an isolated structure in a non-equilibrium geometry. Source: the Open Molecules 2025 dataset; level of theory: the ωB97M-V functional and the def2-TZVPD basis.

Structure (ORCA input):
```
! wB97M-V def2-TZVPD RIJCOSX def2/J DEFGRID3
* xyz 0 1
C 0.8443 -1.6828 -1.1502
C 0.7513 -1.9017 -2.6631
O 0.7748 -3.0202 -3.1097
N 0.5144 -0.7407 -3.4517
C 0.9476 -0.9293 -4.8466
C -0.8796 -0.2925 -3.3276
C -1.9174 -1.4069 -3.3077
C -3.3679 -0.9900 -3.4991
C -3.9641 -0.1424 -2.3843
I -3.7677 -1.0308 -0.4543
C -0.8983 0.6958 -2.0928
O -1.3051 1.9688 -2.6086
C -0.9505 1.8911 -3.9191
O -0.4549 2.7450 -4.5669
O -1.2808 0.6374 -4.3294
H 1.1662 -2.5661 -0.6247
H -0.1936 -1.5207 -0.8247
H 1.4103 -0.8038 -0.8793
H 1.5653 -1.8139 -4.9608
H 1.5628 -0.0765 -5.1293
H 0.1386 -1.0228 -5.5674
H -1.6597 -2.0500 -4.1547
H -1.8000 -2.0386 -2.4313
H -3.9498 -1.9121 -3.5345
H -3.5330 -0.4861 -4.4493
H -3.5514 0.8598 -2.3301
H -5.0284 -0.0161 -2.5545
H -1.4058 0.3526 -1.1981
H 0.1238 0.8491 -1.7506
Br -2.6420 -4.0792 2.5505
C -3.5871 -3.2246 4.0189
C -3.9180 -1.7908 3.7040
Br -2.3521 -0.6357 3.8425
H -2.9598 -3.3322 4.8972
H -4.5007 -3.7994 4.1539
H -4.6290 -1.4043 4.4284
H -4.3136 -1.6547 2.7024
Br 6.7858 -2.7040 -1.2359
C 5.9995 -2.1533 -2.9259
C 4.8184 -1.2456 -2.7167
Br 3.2223 -2.2182 -2.1420
H 5.7411 -3.0613 -3.4614
H 6.7949 -1.6351 -3.4567
H 4.5344 -0.7740 -3.6556
H 5.0072 -0.4819 -1.9693
Br 7.6800 -5.8800 -3.1585
C 9.0978 -6.6590 -2.0854
C 9.8464 -5.6054 -1.3137
Br 11.0621 -4.6036 -2.4518
H 9.7354 -7.2181 -2.7617
H 8.6007 -7.3457 -1.4042
H 10.4750 -6.0662 -0.5553
H 9.1843 -4.8820 -0.8494
Br -1.4574 -1.9589 7.0455
C -0.8007 -3.3574 8.2242
C -0.6771 -4.6675 7.4935
Br -2.4137 -5.4967 7.2153
H -1.4812 -3.4067 9.0680
H 0.1744 -3.0177 8.5660
H -0.1057 -5.3800 8.0838
H -0.2214 -4.5579 6.5147
Br 1.7055 1.2467 1.5440
C 2.3470 0.0286 2.9169
C 2.6090 -1.3379 2.3506
Br 0.9480 -2.2876 2.0261
H 1.5986 0.0230 3.7028
H 3.2680 0.4674 3.2942
H 3.1677 -1.9491 3.0557
H 3.1399 -1.3021 1.4036
Br -5.4629 -1.9019 9.2686
C -5.0805 -0.6954 7.7928
C -6.3338 -0.2863 7.0667
Br -6.9936 -1.7138 5.9171
H -4.3649 -1.2041 7.1550
H -4.6071 0.1731 8.2452
H -6.1303 0.5501 6.4017
H -7.1463 -0.0230 7.7363
Br 0.1298 4.3795 2.3538
C 0.5726 5.3553 0.7317
C -0.6375 5.5608 -0.1363
Br -1.1344 3.9329 -1.0744
H 1.3554 4.7928 0.2326
H 0.9694 6.3118 1.0647
H -0.4247 6.2832 -0.9183
H -1.5083 5.8790 0.4273
Br 4.0704 -1.8867 -7.4789
C 2.7606 -3.1357 -8.1952
C 1.7358 -2.4410 -9.0530
Br 0.4514 -1.4761 -7.9605
H 2.3166 -3.6437 -7.3453
H 3.3330 -3.8467 -8.7862
H 1.1569 -3.1700 -9.6152
H 2.1736 -1.7219 -9.7368
Br 1.4921 8.0513 -2.2175
C 0.5137 8.2730 -3.8883
C -0.7392 9.0814 -3.6944
Br -2.1439 8.0315 -2.8548
H 0.3145 7.2775 -4.2725
H 1.2033 8.7869 -4.5546
H -1.1448 9.3874 -4.6558
H -0.5809 9.9562 -3.0731
Br -6.6426 1.0770 11.4692
C -8.4658 0.4752 11.7593
C -9.0352 -0.1649 10.5210
Br -9.5276 1.1564 9.1809
H -9.0334 1.3378 12.0915
H -8.4081 -0.2535 12.5644
H -9.9555 -0.6947 10.7553
H -8.3341 -0.8451 10.0470
Br 5.5073 5.8671 -4.5405
C 3.5754 5.8707 -4.7519
C 3.1667 6.1307 -6.1763
Br 3.3595 8.0099 -6.6490
H 3.1871 6.6160 -4.0659
H 3.2495 4.8810 -4.4397
H 2.1114 5.9059 -6.3145
H 3.7539 5.5656 -6.8918
*
```

Values from the calculation:
E (hartree): -58497.703975
Lowest unoccupied orbital energy (hartree): 0.0080
HOMO energy (eV): -9.24

C31H58Br2NO6Si4Yb as an isolated structure in a non-equilibrium geometry. Source: the Open Molecules 2025 dataset; level of theory: the ωB97M-V functional and the def2-TZVPD basis.

Structure (ORCA input):
```
! wB97M-V def2-TZVPD RIJCOSX def2/J DEFGRID3
* xyz 0 2
Yb -0.7789 -1.0005 -0.1304
C 1.2298 3.3916 -0.6949
O 0.1087 2.4482 -0.7550
Si -1.2167 2.5196 0.2706
C -1.5070 4.4306 0.3598
C -0.6963 1.8106 1.9149
C -2.5916 1.4403 -0.4347
Si -4.1990 1.6110 0.6353
C -4.3013 3.1600 1.8161
C -5.7743 1.6090 -0.3529
C -4.2255 0.2166 1.9229
Si -2.6873 1.2670 -2.3073
C -1.4101 -0.0525 -2.8354
C -4.4425 1.0366 -2.9798
C -2.0204 2.7676 -3.2868
H 0.8686 4.2503 -0.1192
H 1.5331 3.7075 -1.6789
H 2.0571 2.8522 -0.2373
H -1.0158 4.8943 1.1917
H -2.5804 4.6501 0.4592
H -1.0681 4.8125 -0.6340
H -0.0238 2.4216 2.5831
H -0.1194 0.9356 1.6977
H -1.5221 1.5394 2.5739
H -4.5618 4.0792 1.2404
H -3.4518 3.2951 2.5041
H -5.2274 2.9708 2.4555
H -5.6587 2.1640 -1.2884
H -6.5398 2.1779 0.2314
H -6.2014 0.6270 -0.4977
H -4.3928 -0.7828 1.5161
H -5.0271 0.5308 2.5955
H -3.2644 0.2756 2.5135
H -1.8914 -0.9990 -2.5122
H -0.4376 -0.0031 -2.3127
H -1.3282 0.0322 -3.9154
H -5.0713 0.3757 -2.3306
H -4.5119 0.5619 -3.9895
H -4.9380 1.9695 -3.0798
H -2.6057 3.6829 -3.1108
H -1.9340 2.5346 -4.3816
H -0.9785 2.9914 -2.9150
Br 0.7341 -5.9473 -0.0279
C -1.0291 -5.3362 0.3237
C -2.0437 -6.3291 0.4688
C -3.4205 -6.0330 0.4746
Br -4.6663 -7.4356 0.7381
C -3.8168 -4.6751 0.2109
C -5.1409 -4.3034 -0.0798
C -5.3703 -2.9689 -0.5017
C -4.3320 -2.0872 -0.6348
N -3.0443 -2.4000 -0.3708
C -2.7854 -3.6399 0.1126
C -1.3765 -3.9635 0.2138
O -0.4425 -3.0066 0.1036
H -1.7768 -7.3992 0.7214
H -5.9697 -5.0013 0.0163
H -6.3744 -2.6721 -0.9109
H -4.5169 -1.0677 -0.9635
C 4.7266 -2.8841 2.2618
C 3.3425 -2.5821 1.5845
C 3.3333 -3.1876 0.2116
C 2.2001 -2.9373 2.5384
O 3.3400 -1.1577 1.4935
Si 2.7593 -0.1470 0.3417
O 1.2329 -0.3926 -0.0661
O 3.8313 -0.2142 -0.9189
C 3.7747 0.1401 -2.3374
C 5.2424 0.0593 -2.8203
C 3.2689 1.5869 -2.4290
C 2.8082 -0.8293 -3.0471
O 2.7417 1.3278 1.0990
C 3.7400 1.8750 2.0488
C 5.1341 1.5710 1.4598
C 3.4834 3.3685 2.0676
C 3.4523 1.2541 3.4375
H 5.0355 -3.9275 2.2185
H 4.5702 -2.5879 3.3448
H 5.4288 -2.1846 1.8580
H 3.5627 -4.2552 0.3133
H 4.1360 -2.6766 -0.3120
H 2.3004 -2.9672 -0.2167
H 2.2552 -3.9864 2.7760
H 1.1848 -2.8094 2.0831
H 2.1954 -2.3805 3.5416
H 5.7219 0.9351 -2.2518
H 5.3480 0.1641 -3.8848
H 5.6896 -0.8847 -2.5316
H 3.9306 2.2428 -1.7665
H 2.1972 1.5854 -1.9912
H 3.2006 1.9093 -3.4832
H 3.2008 -1.8743 -2.9881
H 2.7467 -0.6016 -4.1475
H 1.8202 -0.7939 -2.5462
H 5.0628 1.9967 0.4187
H 5.3421 0.4745 1.4600
H 5.9268 2.1324 1.9829
H 3.9273 3.9020 1.2111
H 3.9902 3.8062 2.9655
H 2.4177 3.6158 2.1157
H 3.6886 0.2458 3.5136
H 2.3728 1.3883 3.6606
H 4.1128 1.7440 4.1348
*
```

Values from the calculation:
Relative energy (zero: lowest compared OMol25 entry of this formula, charge and spin) (eV): 2.3987
E (hartree): -9187.255441
Lowest unoccupied orbital energy (alpha / beta) (hartree): -0.0396 / -0.0396
HOMO energy (alpha / beta) (eV): -7.49 / -7.49

C31H58BrMoN4OP3 as an isolated structure in a non-equilibrium geometry. Source: the Open Molecules 2025 dataset; level of theory: the ωB97M-V functional and the def2-TZVPD basis.

Structure (ORCA input):
```
! wB97M-V def2-TZVPD RIJCOSX def2/J DEFGRID3
* xyz 4 3
N -4.7276 3.2851 -5.1269
C -4.6764 3.4678 -3.8052
C -3.8285 2.7168 -2.9839
C -2.9448 1.7826 -3.5830
C -3.0313 1.6037 -4.9826
C -3.9529 2.3684 -5.7071
C -1.8459 1.2243 -2.7973
Mo 0.7293 0.3272 -1.8724
P 3.0065 -0.0488 -1.6195
C -0.5188 1.4717 -3.2218
C 0.3016 2.3479 -2.3577
C 1.5501 2.8084 -2.8319
C 2.4781 3.3908 -1.9651
C 2.3265 3.2169 -0.5800
C 1.2568 2.4305 -0.0934
C 0.1284 2.1672 -0.9329
Br 3.6788 3.7640 0.5959
H -2.0637 0.9486 -1.7528
H -0.3243 1.4721 -4.3052
H -3.7701 2.9318 -1.9173
H -2.3535 0.9251 -5.4936
H -5.3136 4.2498 -3.3789
H -4.0205 2.2397 -6.7918
H 1.6909 2.7673 -3.9126
H -0.8648 2.0119 -0.4977
H 3.3457 3.9257 -2.3529
H 1.2104 2.0821 0.9364
P -0.5980 -1.6415 -1.4182
C 4.4851 1.0076 -1.3343
C 5.8569 0.4446 -1.6697
H 4.4709 1.3397 -0.2877
H 4.2878 1.8992 -1.9309
H 6.5960 1.2508 -1.5978
H 6.1551 -0.3455 -0.9707
H 5.9172 0.0769 -2.6950
C 3.5243 -0.6851 -3.2852
C 4.5309 -1.8410 -3.3166
H 3.9336 0.2030 -3.8010
H 2.6079 -0.9467 -3.8327
H 4.4887 -2.3040 -4.3110
H 5.5740 -1.5307 -3.1811
H 4.3009 -2.5981 -2.5593
C 2.8662 -0.5654 0.1675
C 3.9612 -1.4271 0.8077
H 1.8848 -1.0423 0.2967
H 2.8109 0.3804 0.7273
H 3.4901 -2.2404 1.3731
H 4.6658 -1.8648 0.0935
H 4.5278 -0.8475 1.5483
C -0.0634 -2.7360 -0.0516
C -0.7665 -4.0909 -0.0521
H -0.2475 -2.1746 0.8795
H 1.0246 -2.8759 -0.1339
H -1.8588 -3.9984 -0.0280
H -0.4796 -4.7006 -0.9205
H -0.4733 -4.6447 0.8489
C -0.1292 -2.4539 -3.0045
C -1.2769 -3.1308 -3.7754
H 0.6438 -3.1948 -2.7557
H 0.3545 -1.6804 -3.6320
H -1.8142 -3.8493 -3.1435
H -1.9768 -2.3900 -4.1870
H -0.8771 -3.7006 -4.6242
C -2.4221 -1.6996 -1.3892
C -3.0568 -1.4446 -0.0212
H -2.7646 -2.6603 -1.7959
H -2.7484 -0.9520 -2.1276
H -3.9756 -0.8571 -0.1537
H -3.3517 -2.3883 0.4606
H -2.3861 -0.9148 0.6712
C -3.8419 -0.5108 4.3454
N -2.8032 0.5195 4.2823
C -3.2781 1.7145 3.5804
P -1.2548 -0.0209 3.8703
O -0.9891 -0.5747 2.5168
N -0.3958 1.3717 4.1725
C 0.9051 1.5758 3.5469
C -0.6136 2.1984 5.3547
N -1.0664 -1.1843 5.0630
C -1.2725 -0.8505 6.4684
C -0.1152 -2.2711 4.8525
H -4.1678 -0.8237 3.3396
H -4.7085 -0.0890 4.8716
H -3.4684 -1.3791 4.8964
H -4.2323 2.0194 4.0301
H -2.5564 2.5301 3.6863
H -3.4572 1.5303 2.5071
H 1.0397 0.8823 2.7094
H 0.9773 2.6083 3.1723
H 1.7220 1.4202 4.2693
H -1.6469 2.1247 5.7137
H 0.0772 1.9213 6.1693
H -0.4094 3.2471 5.0877
H -1.4441 -1.7881 7.0161
H -0.3844 -0.3650 6.9037
H -2.1452 -0.2007 6.6028
H -0.3829 -3.1034 5.5179
H -0.1587 -2.6126 3.8117
H 0.9131 -1.9524 5.0863
*
```

Values from the calculation:
E (hartree): -5174.920647
Lowest unoccupied orbital energy (alpha / beta) (hartree): -0.4881 / -0.4965
HOMO energy (alpha / beta) (eV): -18.74 / -18.71